{
  "formula": "C4H15N2O",
  "method": "ωB97M-V with the def2-TZVPD basis set",
  "homo_energy_ha": [-0.110, -0.377],
  "homo_lumo_gap_ev": [3.3673, 10.5691],
  "e_lumo_ev": [0.36, 0.30],
  "multiplicity": 2,
  "s_squared": 0.7506,
  "symbols": ["C", "N", "C", "N", "C", "C", "H", "H", "H", "H", "H", "H", "H", "H", "H", "H", "H", "H", "H", "H", "H", "O"],
  "coordinates": [[-0.47135, -0.61568, 0.42089], [-1.00051, -2.09626, 0.41878], [0.87102, -0.50970, -0.40296], [1.80236, -1.56913, 0.20413], [0.92985, 2.14618, -0.49352], [1.59941, 0.79260, -0.16775], [-0.50727, -0.35793, 1.37113], [-1.21065, 0.00734, -0.15516], [-1.30301, -2.25668, 1.40459], [-1.93476, -2.07705, 0.05830], [0.66851, -0.78997, -1.39053], [1.78614, -1.58142, 1.22307], [1.38072, -2.50013, -0.07050], [2.65794, -1.41356, -0.33284], [0.91816, 2.93805, 0.32080], [-0.15621, 2.03767, -0.77620], [1.28284, 2.69703, -1.28173], [2.39131, 0.76479, -0.89477], [1.86638, 0.81232, 1.02261], [-3.78729, 1.21327, 0.54602], [-4.32655, 1.11985, -0.66833], [-3.45703, 1.23843, -0.35604]],
  "atomic_forces_ev_per_a": [[-1.4, -2.5, -6.3], [0.2, 1.6, 1.5], [-1.5, -0.2, 4.6], [-2.6, -0.7, -2.8], [-3.4, -0.1, 2.3], [0.0, 1.5, 2.0], [0.8, 1.8, 4.3], [0.6, -0.5, 0.7], [1.0, -0.2, -0.6], [-0.5, 0.1, -1.2], [-0.1, -0.2, -1.5], [0.7, 0.5, 1.4], [0.6, 0.5, 0.1], [1.6, -0.5, 0.2], [0.1, -1.4, -0.4], [0.8, -0.1, 0.5], [1.6, 0.8, -2.3], [1.4, -0.2, 0.6], [0.1, -0.2, -3.2], [1.1, 0.2, 1.0], [-1.6, -0.2, -2.2], [0.5, 0.0, 1.1]]
}

---

{
  "formula": "C3HClF5O3S",
  "method": "ωB97M-V with the def2-TZVPD basis set",
  "homo_energy_ha": [-0.218, -0.180],
  "homo_lumo_gap_ev": [8.5062, 6.9139],
  "e_lumo_ev": [2.57, 2.02],
  "total_charge": -1,
  "symbols": ["C", "C", "C", "O", "O", "O", "F", "F", "F", "F", "F", "S", "Cl", "H"],
  "coordinates": [[-0.60677, -0.60566, 0.21560], [1.84530, -0.44586, -0.69603], [3.03936, -0.98573, 0.10211], [-1.79960, -2.19825, -1.61413], [-2.47470, -2.31382, 0.72119], [-2.84448, -0.20261, -0.50304], [1.76830, 0.92749, -0.40158], [2.04458, -0.56429, -2.02517], [2.76788, -1.05294, 1.46252], [3.37938, -2.15958, -0.32597], [4.14615, -0.17627, 0.08618], [-2.02832, -1.49086, -0.37966], [-0.46441, -0.59589, 1.79478], [-0.31369, 0.36518, -0.24465]],
  "atomic_forces_ev_per_a": [[1.6, 1.6, -3.6], [-0.9, 1.0, 1.0], [-0.2, 1.8, 1.7], [0.5, 0.4, 0.0], [0.4, -0.2, 0.0], [1.7, -2.5, 0.0], [0.1, -1.1, -0.4], [0.1, 0.0, 0.4], [-0.3, -0.2, -1.4], [0.4, -1.3, -0.3], [-0.3, -0.3, -0.6], [-3.2, 2.1, -0.6], [0.7, 0.0, 3.7], [-0.8, -1.2, 0.1]]
}

---

{
  "formula": "C9H13N3S",
  "method": "ωB97M-V with the def2-TZVPD basis set",
  "homo_energy_ha": [-0.282, -0.282],
  "homo_lumo_gap_ev": [6.8575, 6.8581],
  "e_lumo_ev": [-0.81, -0.81],
  "symbols": ["C", "C", "C", "C", "C", "C", "C", "C", "C", "N", "N", "N", "S", "H", "H", "H", "H", "H", "H", "H", "H", "H", "H", "H", "H", "H"],
  "coordinates": [[-3.14420, 0.34407, -0.85311], [-1.52199, -0.98310, 0.03751], [-2.28729, 0.16640, 0.26940], [0.34888, 1.59361, 1.40958], [1.52140, -0.52911, 1.52263], [2.85548, 1.70799, 0.83686], [1.06658, 0.78426, -0.70067], [-1.49366, -2.57793, -1.72222], [1.49619, 0.92280, 0.81820], [-2.96229, -0.61124, -1.71634], [-0.78674, 1.70822, 1.70337], [-1.96534, -1.38963, -1.15109], [-2.33982, 0.97216, 1.73193], [-3.81220, 1.25670, -1.13467], [1.92256, -0.42909, 2.44858], [0.46938, -0.82558, 1.64570], [2.04088, -1.29674, 0.87024], [3.63065, 1.18275, 0.46463], [2.73753, 2.71901, 0.40931], [3.28374, 1.81595, 1.95016], [1.81272, 0.11718, -1.09814], [0.03370, 0.34411, -0.78990], [1.10316, 1.75297, -1.14117], [-1.68379, -2.55203, -2.81841], [-0.45402, -2.64671, -1.56147], [-1.87153, -3.54704, -1.43093]],
  "atomic_forces_ev_per_a": [[-1.2, 2.3, -1.1], [0.5, -0.8, 0.8], [-0.7, 0.0, -0.2], [-3.0, 0.2, 0.5], [-1.3, 0.5, -3.6], [-2.3, 1.8, 4.6], [-0.9, -0.8, 1.5], [-0.3, -1.0, -3.1], [1.3, -0.9, -0.7], [-0.1, -0.2, -0.5], [3.9, 0.3, -0.4], [-0.5, 0.9, 1.5], [-1.1, 0.1, 0.4], [1.1, -2.0, 0.7], [1.6, 0.1, 2.7], [0.4, -0.3, -0.3], [-0.5, 1.1, 0.8], [2.2, -1.9, -2.2], [0.2, -0.6, 0.1], [-1.4, 0.1, -2.0], [0.1, -0.2, -0.5], [1.3, 0.4, 0.0], [0.1, 0.7, -0.6], [0.2, 0.1, 0.5], [1.3, 0.1, 0.1], [-0.8, 0.1, 0.8]]
}

---

{
  "formula": "C42H52F2O12",
  "method": "ωB97M-V with the def2-TZVPD basis set",
  "homo_energy_ha": -0.337,
  "homo_lumo_gap_ev": 9.3046,
  "e_lumo_ev": 0.15,
  "smiles": "COC(=O)OC.COC(=O)OC.COC(=O)OC.COC(=O)OC.Fc1ccccc1.Fc1ccccc1.c1ccccc1.c1ccccc1.c1ccccc1",
  "symbols": ["C", "O", "C", "O", "O", "C", "H", "H", "H", "H", "H", "H", "C", "O", "C", "O", "O", "C", "H", "H", "H", "H", "H", "H", "C", "O", "C", "O", "O", "C", "H", "H", "H", "H", "H", "H", "C", "O", "C", "O", "O", "C", "H", "H", "H", "H", "H", "H", "F", "C", "C", "C", "C", "C", "C", "H", "H", "H", "H", "H", "F", "C", "C", "C", "C", "C", "C", "H", "H", "H", "H", "H", "C", "C", "C", "C", "C", "C", "H", "H", "H", "H", "H", "H", "C", "C", "C", "C", "C", "C", "H", "H", "H", "H", "H", "H", "C", "C", "C", "C", "C", "C", "H", "H", "H", "H", "H", "H"],
  "coordinates": [[-5.24429, -5.00073, 5.68687], [-5.09757, -5.96171, 4.70414], [-6.15283, -6.51469, 4.16940], [-7.26630, -6.19288, 4.32274], [-5.75948, -7.58447, 3.55593], [-6.52106, -8.33633, 2.64625], [-5.55047, -5.45817, 6.62767], [-6.03319, -4.27611, 5.48520], [-4.29249, -4.49067, 5.83525], [-6.82308, -7.61657, 1.88544], [-7.39218, -8.88959, 2.99715], [-5.95298, -9.04634, 2.04519], [8.07261, -2.47595, -2.19259], [7.88769, -1.29825, -1.55835], [7.21284, -0.25408, -2.09267], [6.55705, -0.28778, -3.13272], [7.32348, 0.84005, -1.29080], [7.96246, 0.84230, -0.02409], [8.55369, -3.05559, -1.40475], [8.79739, -2.33379, -2.99420], [7.05615, -2.79535, -2.42256], [8.06139, 1.78786, 0.50905], [8.99995, 0.51884, -0.10826], [7.43791, 0.10859, 0.58795], [-2.33373, -6.25957, -5.10463], [-3.03354, -5.01810, -4.94547], [-4.35709, -4.97301, -5.28858], [-4.96380, -5.75966, -6.07410], [-4.88124, -3.85203, -4.69821], [-6.23063, -3.43410, -4.73637], [-2.35139, -6.51777, -6.16346], [-2.70703, -7.14951, -4.59794], [-1.29149, -6.37173, -4.80588], [-6.81245, -3.86767, -3.92299], [-6.64886, -3.61389, -5.72676], [-6.36046, -2.35237, -4.70308], [8.07069, 7.28795, 1.27637], [6.81132, 7.14588, 0.67304], [5.68369, 7.38208, 1.46408], [5.67802, 7.91589, 2.56589], [4.60502, 7.08637, 0.83493], [4.47779, 6.72488, -0.54857], [8.19880, 6.97170, 2.31159], [8.34331, 8.34118, 1.34329], [8.60872, 6.57418, 0.65255], [4.62927, 5.64879, -0.46379], [5.17239, 7.16482, -1.26416], [3.52512, 6.80812, -1.07162], [-2.36206, 8.30544, 1.68604], [-2.12616, 8.01143, 2.97639], [-2.79360, 8.66762, 3.99506], [-2.57326, 8.34016, 5.36377], [-1.67104, 7.33449, 5.68225], [-1.01379, 6.68047, 4.58731], [-1.18165, 7.02276, 3.24614], [-3.67298, 9.26919, 3.81835], [-3.20508, 8.71867, 6.15366], [-1.36928, 7.16649, 6.70553], [-0.42809, 5.82402, 4.88704], [-0.71056, 6.54315, 2.40089], [-1.28535, -0.39127, 3.74648], [-0.75008, -0.58628, 2.51664], [-1.33301, -1.52160, 1.65624], [-0.75451, -1.68453, 0.39981], [0.44636, -1.15445, 0.09391], [1.05251, -0.24720, 1.00093], [0.42288, 0.07158, 2.16908], [-2.21725, -2.07251, 1.94089], [-1.28152, -2.37097, -0.24629], [0.88485, -1.29118, -0.88354], [1.93437, 0.31018, 0.72154], [0.85031, 0.81432, 2.82638], [-7.78265, 3.37687, 1.35913], [-6.49803, 2.83587, 1.21243], [-5.94487, 2.56399, -0.04234], [-6.67569, 3.03454, -1.09572], [-7.88847, 3.63293, -1.08067], [-8.46149, 3.79074, 0.20884], [-8.22373, 3.36445, 2.34487], [-5.89871, 2.52268, 2.05452], [-5.02063, 2.00549, -0.05853], [-6.25448, 2.86094, -2.07493], [-8.55243, 3.79005, -1.91785], [-9.43132, 4.25486, 0.31098], [-1.74432, 1.29961, -9.25663], [-1.14355, 1.12767, -10.47691], [0.08870, 0.45789, -10.64246], [0.69573, -0.10236, -9.57405], [0.04128, -0.07528, -8.37675], [-1.08628, 0.70034, -8.14329], [-2.66628, 1.85482, -9.16644], [-1.79848, 1.53944, -11.23050], [0.45495, 0.25585, -11.63818], [1.64911, -0.59662, -9.68890], [0.50975, -0.68439, -7.61786], [-1.51504, 0.80482, -7.15757], [5.38011, -5.19476, 6.33482], [6.37784, -6.11567, 6.44234], [7.19014, -6.34601, 5.40843], [7.03270, -5.59392, 4.22967], [6.17364, -4.48981, 4.13553], [5.28412, -4.32727, 5.22268], [4.81457, -5.20265, 7.25486], [6.40409, -6.87424, 7.21063], [7.86664, -7.18324, 5.49679], [7.56017, -5.71343, 3.29484], [5.98064, -3.91023, 3.24489], [4.55117, -3.53494, 5.18546]],
  "atomic_forces_ev_per_a": [[-0.7, 1.1, 1.4], [1.9, 0.0, -0.6], [0.5, -0.9, 0.5], [-3.3, 1.4, 0.2], [2.3, -2.6, -0.8], [-1.1, 0.9, -1.7], [0.2, -0.2, 0.1], [0.1, 0.1, -0.4], [-0.1, -0.2, -0.2], [-0.7, -0.1, -0.1], [0.1, 0.4, 0.7], [0.8, 0.1, 0.8], [0.0, -1.3, -0.4], [-0.2, 4.5, 2.0], [-0.6, -0.4, -0.8], [1.6, 0.3, 2.4], [-0.7, 0.6, -1.4], [0.9, -1.8, 0.5], [-0.2, -0.7, -0.4], [-0.5, -0.4, -0.5], [0.5, -1.0, -0.8], [-1.0, 0.4, -0.8], [0.0, -0.3, -0.2], [0.1, 0.2, 0.3], [-0.2, -1.6, -1.6], [-0.7, -0.2, 0.8], [-2.0, -1.4, -2.3], [2.3, 2.9, 3.3], [1.8, -0.7, 0.1], [-0.9, -0.2, -1.3], [0.0, 0.0, -0.1], [-1.2, 0.5, 0.3], [0.1, 1.8, 0.2], [0.1, -0.2, -0.2], [-0.2, -0.8, 0.1], [1.0, 0.1, 0.6], [0.6, -0.2, 0.4], [-2.6, -0.1, 1.4], [2.5, 2.0, 0.8], [0.5, -1.4, -1.7], [-2.9, 0.7, -1.0], [1.1, -2.0, -0.4], [-0.8, -0.5, 0.1], [0.5, -0.1, -0.8], [1.0, 0.8, 0.1], [0.3, -0.1, -0.9], [0.5, 0.1, 0.7], [-0.6, 0.8, 1.3], [-0.2, 0.2, 0.1], [0.5, 0.1, 0.7], [-0.9, -0.5, 1.2], [0.2, -0.9, -1.2], [0.7, 0.5, -2.1], [-0.3, 0.1, 1.2], [-0.8, 0.3, 0.9], [0.3, 0.4, -0.5], [0.0, 0.5, -0.1], [-0.2, -0.5, 0.0], [0.5, 0.0, -0.4], [0.2, -0.2, 0.2], [0.1, 0.1, -0.4], [-0.2, -1.1, -0.3], [0.3, 1.2, 0.7], [-1.3, -1.5, 0.8], [1.5, 1.8, -0.1], [-0.5, -0.4, -1.4], [-0.2, 0.1, 0.9], [-0.1, 0.1, 0.1], [0.2, 0.0, -0.4], [0.1, -0.2, 0.0], [0.2, -0.2, 0.0], [-0.1, 0.0, 0.2], [0.7, -0.2, -0.9], [0.1, -0.7, -0.1], [-0.9, 0.9, 2.2], [1.7, -1.0, -3.2], [-2.0, 0.1, 2.9], [0.2, 0.0, -0.1], [-0.1, 0.5, 0.0], [-0.3, 0.0, 0.4], [0.1, 0.2, -0.6], [0.1, -0.1, -0.3], [0.6, 0.3, -0.4], [-0.2, -0.1, 0.0], [1.7, -0.9, 1.7], [-0.5, 0.1, -0.4], [-1.7, 0.8, -1.6], [0.4, -0.4, -0.3], [0.2, 0.2, 1.8], [-0.8, 0.1, -0.9], [0.0, 0.0, 0.1], [0.8, -0.1, -1.0], [0.2, 0.4, -0.1], [0.0, -0.2, 0.1], [-0.2, 0.3, 0.6], [0.0, -0.2, 0.1], [-0.4, 1.4, 0.3], [-0.7, -1.1, 0.6], [1.3, -0.1, -2.9], [0.4, 1.2, -0.7], [-1.4, -1.4, 2.1], [0.5, -0.4, 0.5], [-0.9, 0.9, -0.4], [-0.1, 0.4, 0.6], [0.3, 0.1, -0.5], [0.7, -0.8, 0.2], [0.5, 0.0, -0.1], [-0.2, 0.0, 0.1]]
}

---

{
  "formula": "C3H4FN3S",
  "method": "ωB97M-V with the def2-TZVPD basis set",
  "homo_energy_ha": -0.297,
  "homo_lumo_gap_ev": 8.6751,
  "e_lumo_ev": 0.58,
  "smiles": "Nn1[nH]cc(F)c1=S",
  "symbols": ["C", "C", "C", "H", "H", "H", "H", "N", "N", "N", "F", "S"],
  "coordinates": [[1.17435, -1.32113, -0.77535], [1.06245, 0.03845, -0.82502], [-0.16072, 0.37132, -0.06038], [-1.38260, -0.85756, 2.15308], [-2.55036, -0.60767, 0.90376], [-0.33033, -2.65658, -0.48580], [1.91953, -2.01593, -1.22169], [-1.72603, -1.03987, 1.17081], [-0.69275, -0.82104, 0.28445], [0.16657, -1.89623, -0.07548], [1.91423, 0.97360, -1.17257], [-0.72346, 1.82147, 0.59436]],
  "atomic_forces_ev_per_a": [[2.0, 0.2, -1.6], [-1.7, -0.9, 1.6], [0.6, 0.9, 0.8], [-1.0, 0.1, -1.6], [-1.5, 1.3, -0.5], [-0.4, -0.7, -0.2], [-0.5, 0.9, 0.4], [3.2, -1.9, 1.8], [-0.1, -0.6, -0.6], [-1.3, 1.4, 1.1], [0.3, -0.1, -0.5], [0.4, -0.7, -0.8]]
}

---

Which formula does entry 1 have? C4H15N2O